<i>
Computed, not measured: a 2-piece molecular cluster, C6H12O overall, with ωB97M-V with the def2-TZVPD basis set.

Geometry as ORCA input:
```
! wB97M-V def2-TZVPD RIJCOSX def2/J DEFGRID3
* xyz -1 2
C -0.64 -1.69 2.51
C 0.26 -0.86 1.68
C -0.11 -0.26 0.56
C 0.85 0.33 -0.41
C 1.31 -0.35 -1.45
C 2.23 0.19 -2.49
H -1.67 -1.48 2.22
H -0.56 -1.38 3.58
H -0.46 -2.76 2.68
H 1.27 -0.74 2.07
H -1.14 -0.17 0.22
H 1.15 1.37 -0.30
H 1.04 -1.40 -1.58
H 1.81 1.07 -3.00
H 3.10 0.64 -2.00
H 2.60 -0.48 -3.26
H -3.74 3.14 0.27
H -3.42 2.52 -1.07
O -3.88 2.30 -0.22
*
```

HOMO level (alpha / beta): 1.3 / -6.2 eV
LUMO energy (alpha / beta): 3.608 / 3.453 eV

The computed Mulliken charges, all in e, follow: -1.3044 0.3639 -0.7428 -0.9064 -0.0042 -1.2421 0.3621 0.3023 0.3216 0.3643 0.4156 0.4115 0.2819 0.3887 0.2773 0.3638 0.7627 0.7049 -2.1208



<ii>
Computed, not measured: a 2-piece molecular cluster, C6H12O overall, with ωB97M-V with the def2-TZVPD basis set.

Geometry as ORCA input:
```
! wB97M-V def2-TZVPD RIJCOSX def2/J DEFGRID3
* xyz -1 2
C -1.26 1.69 -0.84
C 0.01 1.18 -0.43
C 0.27 0.36 0.64
C -0.78 -0.26 1.33
C -0.42 -1.41 1.87
C 1.20 2.02 -0.93
H -2.11 1.06 -0.62
H -1.51 2.70 -0.63
H -1.32 1.57 -1.96
H 1.28 0.43 1.11
H -1.83 -0.09 1.10
H 0.59 -1.74 1.68
H -0.97 -1.83 2.66
H 1.17 2.89 -0.34
H 2.14 1.50 -0.87
H 0.99 2.21 -1.89
H 0.98 -4.14 -1.44
H 1.05 -4.29 0.19
O 0.50 -3.85 -0.63
*
```

HOMO level (alpha / beta): 0.9 / -2.6 eV
LUMO energy (alpha / beta): 3.870 / 3.664 eV

The computed Mulliken charges, all in e, follow: -1.3735 0.8540 -0.3682 -0.4738 -0.9884 -1.6530 0.3881 0.3149 0.2771 0.2295 0.2079 0.1707 0.3419 0.3226 0.3611 0.5019 0.3796 0.3631 -0.8556



<iii>
Computed, not measured: a 2-piece molecular cluster, C6H12O overall, with ωB97M-V with the def2-TZVPD basis set.

Geometry as ORCA input:
```
! wB97M-V def2-TZVPD RIJCOSX def2/J DEFGRID3
* xyz -1 2
C 1.03 -1.64 0.89
C 0.07 -0.49 0.77
C 0.39 0.66 0.13
C 1.75 1.05 -0.38
C -2.41 -0.69 0.58
C -1.25 -0.79 1.29
H 1.88 -1.44 0.24
H 0.56 -2.59 0.63
H 1.58 -1.66 1.84
H -0.36 1.41 0.03
H 1.72 2.04 -0.86
H 2.21 0.47 -1.19
H 2.55 1.06 0.39
H -2.40 -0.43 -0.48
H -3.39 -0.95 1.00
H -1.24 -1.40 2.22
H -1.46 1.26 -2.55
H -0.13 2.03 -2.24
O -1.09 2.12 -2.31
*
```

HOMO level (alpha / beta): 0.9 / -3.2 eV
LUMO energy (alpha / beta): 4.091 / 3.937 eV

The computed Mulliken charges, all in e, follow: -1.2840 -0.2494 0.2655 -1.6493 -0.8083 -0.5981 0.3435 0.3230 0.2656 0.7215 0.4199 0.3475 0.3263 0.2003 0.2641 0.2624 0.3806 0.3097 -0.8409



Last place for stability: <ii>



<i>
Computed, not measured: one molecule with the formula C3H5ClOS, with ωB97M-V with the def2-TZVPD basis set.

Geometry as ORCA input:
```
! wB97M-V def2-TZVPD RIJCOSX def2/J DEFGRID3
* xyz 0 1
O -1.46 1.11 -0.95
C -0.20 0.73 -0.99
S 0.51 0.76 -2.43
C 0.42 0.31 0.34
C -0.48 -0.62 1.12
Cl 0.43 -1.43 2.38
H -1.93 1.13 -0.09
H 1.45 -0.10 0.27
H 0.50 1.29 0.82
H -0.89 -1.50 0.49
H -1.18 -0.04 1.62
*
```

HOMO level: -8.8 eV
LUMO energy: 0.248 eV
structure (SMILES): OC(=S)CCCl

The computed Mulliken charges, all in e, follow: -0.4490 0.3507 -0.3124 -0.5793 -0.4261 -0.1926 0.3285 0.3758 0.2834 0.2965 0.3245



<ii>
Computed, not measured: C3H5ClOS as an isolated structure, with ωB97M-V with the def2-TZVPD basis set.

Geometry as ORCA input:
```
! wB97M-V def2-TZVPD RIJCOSX def2/J DEFGRID3
* xyz 0 1
C -0.53 -0.59 -0.14
C 0.79 0.35 0.11
C -0.54 0.69 0.63
H -2.05 -0.89 -1.32
H -0.53 -1.55 0.34
H 0.98 0.89 -0.85
H 2.98 -0.62 -0.11
H -0.85 0.59 1.75
O -0.89 -0.55 -1.54
S 2.23 -0.25 1.08
Cl -1.57 1.94 0.05
*
```

HOMO level: -8.9 eV
LUMO energy: 0.442 eV

The computed Mulliken charges, all in e, follow: -0.1642 -0.5033 0.0723 0.3631 0.3822 0.3562 0.1550 0.2819 -0.5322 -0.2364 -0.1748



<iii>
Computed, not measured: one molecule with the formula C3H5ClOS, with ωB97M-V with the def2-TZVPD basis set.

Geometry as ORCA input:
```
! wB97M-V def2-TZVPD RIJCOSX def2/J DEFGRID3
* xyz 0 1
O -2.20 -1.26 -0.73
C -1.35 -1.17 0.15
C -0.52 0.01 0.71
Cl -0.81 1.58 -0.14
C 0.94 -0.40 0.93
S 2.15 -0.33 -0.49
H -1.01 -2.13 0.67
H -0.96 0.15 1.76
H 0.81 -1.39 1.41
H 1.31 0.27 1.81
H 2.36 0.98 -0.40
*
```

HOMO level: -9.7 eV
LUMO energy: 0.370 eV
structure (SMILES): O=C[C@H](Cl)CS

The computed Mulliken charges, all in e, follow: -0.4367 -0.0064 0.2595 -0.1639 -0.8093 -0.1471 0.2151 0.2681 0.3688 0.3152 0.1366



Last place for stability: <ii>



<i>
Computed, not measured: C35H46N6O3P2Pd as an isolated structure, with ωB97M-V with the def2-TZVPD basis set.

Geometry as ORCA input:
```
! wB97M-V def2-TZVPD RIJCOSX def2/J DEFGRID3
* xyz 0 3
Pd 0.05 -2.20 3.45
C -1.07 2.51 2.23
C -1.38 1.44 1.49
C -1.04 1.04 0.07
C 0.19 0.13 -0.15
C 1.50 0.70 0.33
C 1.71 1.84 0.99
C 0.95 3.12 0.78
C 0.00 3.53 1.93
C 1.71 -3.21 3.55
H -1.71 2.75 3.10
H -1.92 0.65 2.01
H -0.96 1.91 -0.58
H -1.91 0.48 -0.31
H -0.01 -0.84 0.34
H 0.27 -0.10 -1.23
H 2.35 0.00 0.22
H 2.54 1.86 1.70
H 0.38 3.08 -0.16
H 1.71 3.91 0.63
H 0.60 3.69 2.84
H -0.49 4.49 1.70
H 1.85 -4.08 4.20
H 2.51 -2.46 3.64
H 1.56 -3.50 2.49
P 1.68 -1.09 -3.41
P -1.81 -0.65 -3.28
N 3.01 0.02 -3.68
N 2.38 -2.40 -4.48
N -2.08 1.08 -3.65
N -3.37 -1.16 -3.98
C 0.61 -0.34 -4.71
C -0.78 -0.99 -4.78
C 4.10 0.05 -2.80
C 5.10 0.83 -3.35
C 4.64 1.30 -4.62
C 3.36 0.78 -4.81
C 2.73 -3.65 -3.95
C 2.96 -4.54 -5.00
C 2.77 -3.82 -6.22
C 2.44 -2.51 -5.87
C -2.39 2.02 -2.65
C -2.06 3.30 -3.11
C -1.62 3.16 -4.47
C -1.67 1.80 -4.78
C -4.19 -0.56 -4.94
C -5.19 -1.46 -5.30
C -4.95 -2.67 -4.58
C -3.83 -2.47 -3.79
H 1.05 -0.42 -5.72
H 0.54 0.73 -4.48
H -1.31 -0.66 -5.69
H -0.69 -2.08 -4.86
H 4.04 -0.48 -1.85
H 6.06 1.05 -2.89
H 5.17 1.91 -5.34
H 2.67 0.93 -5.63
H 2.79 -3.79 -2.88
H 3.22 -5.58 -4.91
H 2.86 -4.21 -7.22
H 2.24 -1.67 -6.50
H -2.86 1.71 -1.71
H -2.14 4.21 -2.54
H -1.31 3.93 -5.16
H -1.41 1.32 -5.70
H -4.01 0.44 -5.28
H -5.98 -1.29 -6.02
H -5.52 -3.58 -4.65
H -3.31 -3.12 -3.12
C -1.28 -1.82 7.72
C -0.20 -0.78 7.66
C -0.37 0.40 6.63
C -1.51 1.37 7.01
C -2.95 0.90 7.01
C 0.92 1.27 6.69
O 1.23 1.98 7.63
N 1.77 1.22 5.60
C 1.74 0.34 4.51
O 2.73 0.17 3.80
N 0.51 -0.24 4.32
C -0.49 -0.25 5.21
O -1.47 -0.98 4.85
H -2.17 -1.46 8.23
H -0.89 -2.69 8.26
H -1.55 -2.14 6.71
H -0.06 -0.31 8.65
H 0.76 -1.26 7.42
H -1.28 1.73 8.02
H -1.42 2.26 6.37
H -3.16 0.22 7.84
H -3.59 1.78 7.16
H -3.23 0.43 6.07
H 2.66 1.69 5.70
*
```

HOMO level (alpha / beta): -8.3 / -8.3 eV
LUMO energy (alpha / beta): -0.036 / -2.180 eV

The computed Mulliken charges, all in e, follow: 0.1135 -0.8412 -0.4836 -0.1867 1.2688 -0.3960 -0.5940 -0.8032 -0.7948 -1.0188 0.4406 0.3912 -0.2765 0.7658 0.1663 -1.0899 0.5333 0.4328 0.1842 0.4520 0.3359 0.4486 0.3266 0.2531 0.3036 -0.0010 -0.2580 0.5429 0.3787 0.6705 0.3833 -0.8455 -1.3024 -0.4936 -0.6256 -0.6794 -0.1492 -0.4720 -0.6007 -0.6326 -0.2047 -0.8210 -0.6558 -0.8776 -0.5017 -0.2363 -0.5877 -0.5734 -0.4060 0.2403 0.8011 0.4147 0.5636 0.3521 0.4156 0.4311 0.3571 0.3570 0.4009 0.4355 0.3359 0.7694 0.4722 0.4576 0.5933 0.3385 0.4310 0.4229 0.3579 -1.1169 -0.9492 2.0599 -0.8876 -1.2056 -0.3384 -0.6451 0.0171 -0.1424 -0.6823 -0.2237 1.3508 -0.9558 0.2485 0.3948 0.2461 0.4480 0.4086 0.3605 0.4342 0.2804 0.4202 0.2556 0.2921



<ii>
Computed, not measured: C35H46N6O3P2Pd as an isolated structure, with ωB97M-V with the def2-TZVPD basis set.

Geometry as ORCA input:
```
! wB97M-V def2-TZVPD RIJCOSX def2/J DEFGRID3
* xyz 0 3
Pd 0.11 -2.09 1.92
C -0.84 2.83 2.09
C -1.50 2.20 1.08
C -0.85 1.58 -0.11
C 0.42 0.74 0.08
C 1.70 1.53 -0.16
C 1.98 2.71 0.40
C 1.04 3.88 0.57
C 0.21 3.90 1.86
C 1.40 -3.29 2.73
H -1.10 2.67 3.15
H -2.57 2.18 1.07
H -0.59 2.37 -0.80
H -1.63 0.98 -0.58
H 0.39 0.26 1.09
H 0.35 -0.16 -0.57
H 2.48 0.87 -0.61
H 2.99 2.92 0.76
H 0.39 4.02 -0.30
H 1.70 4.77 0.64
H 0.88 3.99 2.74
H -0.34 4.86 1.82
H 0.99 -3.68 3.69
H 2.12 -2.44 2.87
H 1.78 -4.08 2.07
P 1.79 -1.34 -2.67
P -2.04 -0.59 -2.59
N 3.16 -0.30 -3.20
N 2.23 -2.57 -3.85
N -2.17 1.09 -3.26
N -3.51 -1.12 -3.46
C 0.56 -0.53 -3.79
C -0.80 -1.27 -3.81
C 4.32 -0.09 -2.45
C 5.15 0.77 -3.15
C 4.50 1.09 -4.39
C 3.29 0.41 -4.39
C 2.57 -3.88 -3.49
C 3.07 -4.54 -4.61
C 3.01 -3.60 -5.71
C 2.50 -2.41 -5.21
C -2.72 2.15 -2.51
C -2.52 3.35 -3.16
C -1.89 3.03 -4.41
C -1.68 1.65 -4.44
C -4.16 -0.51 -4.55
C -5.04 -1.42 -5.13
C -4.93 -2.65 -4.40
C -3.97 -2.45 -3.41
H 0.87 -0.45 -4.85
H 0.46 0.50 -3.41
H -1.25 -1.24 -4.82
H -0.68 -2.34 -3.57
H 4.45 -0.60 -1.50
H 6.12 1.10 -2.83
H 4.88 1.72 -5.18
H 2.53 0.36 -5.16
H 2.36 -4.21 -2.49
H 3.41 -5.56 -4.64
H 3.26 -3.76 -6.76
H 2.25 -1.49 -5.72
H -3.21 1.96 -1.56
H -2.77 4.35 -2.79
H -1.64 3.76 -5.17
H -1.22 1.02 -5.21
H -3.94 0.51 -4.81
H -5.68 -1.22 -5.98
H -5.48 -3.56 -4.60
H -3.58 -3.13 -2.67
C -1.28 -1.86 7.89
C -0.15 -0.91 7.51
C -0.28 -0.08 6.14
C -1.51 0.89 6.19
C -2.88 0.28 6.37
C 0.98 0.79 6.06
O 1.25 1.71 6.83
N 1.82 0.51 5.02
C 1.52 -0.12 3.80
O 2.19 0.14 2.81
N 0.53 -1.02 3.86
C -0.40 -0.97 4.85
O -1.48 -1.56 4.66
H -1.89 -1.45 8.71
H -0.83 -2.79 8.25
H -1.92 -2.08 7.03
H -0.04 -0.15 8.32
H 0.81 -1.46 7.50
H -1.33 1.63 6.99
H -1.47 1.46 5.24
H -3.00 -0.13 7.38
H -3.63 1.07 6.23
H -3.03 -0.50 5.61
H 2.65 1.08 4.99
*
```

HOMO level (alpha / beta): -8.2 / -8.2 eV
LUMO energy (alpha / beta): -0.676 / -2.832 eV

The computed Mulliken charges, all in e, follow: 0.4797 -0.5267 -1.0110 -0.1333 2.2185 -0.4119 -0.2868 -0.7771 -0.4477 -0.9674 0.1706 0.5293 0.1082 0.0917 -1.5952 0.1361 0.0303 0.4135 0.3168 0.4047 0.3255 0.3389 0.2366 0.2769 0.3620 -0.2274 -0.0148 0.5941 0.6009 0.7686 0.2790 -0.7289 -1.3357 -0.6517 -0.7795 -0.7365 -0.0133 -0.4723 -0.6819 -0.6182 -0.1640 -0.8180 -0.6649 -0.8459 -0.3277 -0.2124 -0.6286 -0.5317 -0.4186 0.1585 0.8853 0.4743 0.6516 0.4957 0.4280 0.4482 0.2280 0.4313 0.4147 0.4302 0.2230 0.6439 0.4456 0.4688 0.3833 0.3323 0.4263 0.4174 0.3849 -1.3084 -0.8019 2.0011 -0.2664 -1.2065 -0.4046 -0.6513 0.0506 0.0834 -0.5660 0.4765 -0.3659 -0.7316 0.3191 0.3136 0.3661 0.4147 0.4658 0.4563 -0.2839 0.2222 0.4611 0.2476 0.2845



Last place for stability: <ii>